{
  "formula": "C69H166N10O14",
  "method": "ωB97M-V/def2-TZVPD",
  "de_lowest_kj_mol": 0.00,
  "e_tot_ev": -117800.10199,
  "homo_lumo_gap_ev": 8.798,
  "homo_energy_ev": -8.47,
  "symbols": ["C", "C", "C", "C", "C", "C", "N", "O", "C", "C", "C", "H", "H", "H", "H", "H", "H", "H", "H", "H", "H", "H", "H", "H", "H", "H", "H", "H", "H", "H", "C", "C", "C", "C", "C", "C", "N", "O", "C", "C", "C", "H", "H", "H", "H", "H", "H", "H", "H", "H", "H", "H", "H", "H", "H", "H", "H", "H", "H", "H", "C", "C", "C", "C", "C", "C", "N", "O", "C", "C", "C", "H", "H", "H", "H", "H", "H", "H", "H", "H", "H", "H", "H", "H", "H", "H", "H", "H", "H", "H", "C", "C", "C", "C", "C", "C", "N", "O", "C", "C", "C", "H", "H", "H", "H", "H", "H", "H", "H", "H", "H", "H", "H", "H", "H", "H", "H", "H", "H", "H", "C", "C", "C", "C", "C", "C", "N", "O", "C", "C", "C", "H", "H", "H", "H", "H", "H", "H", "H", "H", "H", "H", "H", "H", "H", "H", "H", "H", "H", "H", "C", "C", "C", "O", "C", "N", "H", "H", "H", "H", "H", "H", "H", "H", "H", "H", "H", "C", "C", "C", "O", "C", "N", "H", "H", "H", "H", "H", "H", "H", "H", "H", "H", "H", "C", "C", "C", "O", "C", "N", "H", "H", "H", "H", "H", "H", "H", "H", "H", "H", "H", "C", "C", "C", "O", "C", "N", "H", "H", "H", "H", "H", "H", "H", "H", "H", "H", "H", "C", "C", "C", "O", "C", "N", "H", "H", "H", "H", "H", "H", "H", "H", "H", "H", "H", "C", "O", "H", "H", "H", "H", "C", "O", "H", "H", "H", "H", "C", "O", "H", "H", "H", "H", "C", "O", "H", "H", "H", "H"],
  "positions_angstrom": [[-5.641, -1.741, 0.559], [-5.645, -2.981, 1.548], [-6.938, -3.809, 1.518], [-7.079, -4.656, 0.273], [-5.898, -5.612, 0.236], [-4.514, -4.910, 0.221], [-4.517, -3.981, 1.393], [-3.248, -3.401, 1.622], [-3.426, -5.971, 0.459], [-4.228, -4.246, -1.104], [-5.605, -2.326, 2.940], [-6.301, -0.954, 0.937], [-6.002, -2.062, -0.452], [-4.643, -1.283, 0.567], [-6.784, -4.472, 2.395], [-7.707, -3.050, 1.736], [-7.298, -4.190, -0.689], [-7.947, -5.306, 0.437], [-5.891, -6.281, -0.655], [-5.900, -6.242, 1.153], [-3.437, -6.747, -0.305], [-2.531, -5.408, 0.402], [-3.511, -6.409, 1.439], [-3.353, -3.565, -1.092], [-3.821, -5.038, -1.688], [-5.150, -3.839, -1.522], [-5.807, -3.047, 3.740], [-6.366, -1.550, 3.062], [-4.644, -1.837, 3.124], [-2.950, -2.738, 0.992], [-6.016, 3.313, 4.221], [-4.766, 3.642, 3.494], [-3.752, 2.467, 3.552], [-4.140, 1.346, 2.617], [-4.307, 1.893, 1.197], [-5.381, 3.090, 1.052], [-4.934, 4.018, 2.076], [-5.606, 5.284, 1.980], [-5.231, 3.681, -0.342], [-6.842, 2.535, 1.266], [-4.119, 4.799, 4.282], [-6.859, 3.945, 3.967], [-5.895, 3.395, 5.311], [-6.478, 2.344, 3.955], [-2.805, 2.932, 3.243], [-3.693, 2.195, 4.614], [-5.127, 0.798, 2.823], [-3.334, 0.606, 2.622], [-4.742, 1.179, 0.518], [-3.376, 2.264, 0.842], [-6.092, 4.327, -0.628], [-4.316, 4.330, -0.450], [-5.325, 2.852, -1.058], [-7.198, 2.041, 0.366], [-6.978, 1.737, 2.010], [-7.577, 3.302, 1.399], [-3.230, 5.047, 3.708], [-4.025, 4.400, 5.279], [-4.812, 5.633, 4.367], [-6.562, 5.124, 2.149], [1.006, 3.210, 5.122], [1.044, 4.706, 5.471], [2.487, 5.296, 5.487], [3.072, 5.459, 4.114], [2.182, 6.399, 3.358], [0.705, 5.916, 3.237], [0.198, 5.637, 4.586], [-1.136, 5.138, 4.456], [-0.097, 7.066, 2.620], [0.601, 4.721, 2.255], [0.546, 4.927, 6.903], [1.436, 2.677, 5.995], [1.610, 2.963, 4.274], [-0.029, 2.867, 5.072], [2.445, 6.276, 5.943], [3.102, 4.658, 6.106], [3.194, 4.489, 3.590], [3.992, 5.991, 4.103], [2.543, 6.606, 2.358], [2.232, 7.394, 3.862], [-1.119, 6.736, 2.371], [-0.086, 7.970, 3.271], [0.337, 7.373, 1.628], [-0.424, 4.425, 2.167], [0.991, 5.012, 1.280], [1.330, 4.025, 2.641], [0.218, 5.981, 7.026], [1.343, 4.764, 7.606], [-0.303, 4.308, 7.132], [-1.696, 5.791, 4.898], [5.318, -2.913, -8.553], [4.397, -3.947, -7.856], [5.226, -4.950, -7.001], [5.931, -4.320, -5.777], [4.820, -3.733, -4.849], [3.873, -2.787, -5.560], [3.429, -3.410, -6.834], [2.722, -2.342, -7.495], [2.607, -2.405, -4.765], [4.634, -1.439, -5.674], [3.633, -4.675, -8.901], [5.763, -2.213, -7.822], [4.813, -2.371, -9.336], [6.150, -3.491, -9.019], [4.588, -5.731, -6.629], [5.901, -5.485, -7.690], [6.712, -3.565, -5.973], [6.363, -5.051, -5.115], [5.192, -3.187, -3.980], [4.274, -4.577, -4.397], [2.242, -1.424, -5.040], [1.867, -3.162, -4.986], [2.851, -2.429, -3.663], [4.135, -0.716, -6.353], [4.520, -1.023, -4.650], [5.736, -1.437, -5.880], [2.885, -5.310, -8.424], [4.303, -5.263, -9.554], [3.052, -3.990, -9.501], [1.828, -2.680, -7.692], [-0.317, -1.008, -1.962], [-0.548, -0.915, -0.486], [-0.399, -2.364, 0.135], [-0.150, -2.418, 1.686], [0.845, -1.342, 2.089], [0.652, 0.020, 1.563], [0.533, -0.068, 0.043], [0.196, 1.191, -0.422], [-0.327, 0.948, 2.326], [2.072, 0.796, 1.839], [-1.949, -0.392, -0.219], [-0.511, -2.006, -2.379], [0.728, -0.837, -2.245], [-0.931, -0.284, -2.505], [-1.276, -2.961, -0.144], [0.398, -2.867, -0.374], [0.281, -3.404, 1.922], [-1.094, -2.282, 2.173], [1.874, -1.584, 1.795], [0.794, -1.175, 3.182], [-0.283, 1.915, 1.857], [-1.371, 0.638, 2.349], [0.016, 0.959, 3.350], [2.891, 0.201, 1.393], [2.010, 1.824, 1.398], [2.264, 0.968, 2.895], [-2.165, -0.272, 0.806], [-2.648, -1.037, -0.728], [-2.022, 0.596, -0.677], [0.851, 1.500, -1.084], [6.247, 0.172, -0.764], [5.291, -0.844, -0.102], [5.499, -2.139, -0.827], [4.833, -3.198, -0.130], [3.395, -3.305, -0.252], [5.508, -0.928, 1.359], [6.264, 1.065, -0.142], [5.894, 0.342, -1.787], [7.287, -0.194, -0.808], [4.257, -0.453, -0.241], [6.549, -2.392, -0.777], [5.165, -1.997, -1.871], [3.140, -3.985, -1.115], [2.922, -2.314, -0.371], [3.008, -3.785, 0.650], [5.255, -1.873, 1.727], [6.484, -0.803, 1.516], [-2.614, 8.454, -0.907], [-2.768, 7.053, -1.448], [-2.284, 5.999, -0.512], [-2.314, 4.718, -1.189], [-1.663, 3.742, -0.415], [-4.186, 6.905, -1.796], [-3.150, 8.521, 0.046], [-3.099, 9.090, -1.619], [-1.565, 8.640, -0.740], [-2.160, 7.041, -2.386], [-2.829, 5.973, 0.481], [-1.191, 6.194, -0.250], [-1.993, 2.755, -0.768], [-1.916, 3.865, 0.635], [-0.584, 3.798, -0.438], [-4.716, 6.710, -0.949], [-4.281, 6.087, -2.423], [-0.590, 2.588, -3.857], [0.799, 2.593, -4.613], [1.777, 1.625, -4.071], [2.103, 1.701, -2.685], [3.239, 0.945, -2.384], [0.541, 2.367, -6.010], [-1.208, 3.303, -4.365], [-0.374, 2.824, -2.833], [-1.070, 1.588, -3.923], [1.232, 3.621, -4.515], [2.733, 1.778, -4.504], [1.437, 0.604, -4.273], [4.079, 1.301, -3.014], [3.144, -0.167, -2.446], [3.490, 1.258, -1.396], [-0.060, 1.629, -6.381], [1.312, 2.380, -6.633], [3.424, -0.673, 5.510], [4.925, -0.987, 5.686], [5.218, -2.451, 5.558], [6.575, -2.743, 5.905], [6.791, -4.127, 5.963], [5.689, -0.164, 4.711], [3.176, -1.053, 4.499], [3.199, 0.429, 5.567], [2.728, -1.196, 6.159], [5.174, -0.705, 6.690], [4.957, -2.817, 4.519], [4.625, -3.051, 6.284], [7.776, -4.437, 6.397], [6.810, -4.493, 4.947], [6.003, -4.645, 6.459], [5.495, -0.406, 3.745], [6.679, -0.386, 4.737], [-0.744, -2.082, -6.116], [-1.317, -1.790, -7.516], [-2.263, -0.605, -7.406], [-1.539, 0.614, -7.170], [-2.462, 1.705, -7.155], [-0.243, -1.587, -8.457], [-1.511, -2.094, -5.372], [-0.044, -1.298, -5.816], [-0.272, -3.059, -6.138], [-1.940, -2.633, -7.893], [-3.064, -0.691, -6.690], [-2.700, -0.424, -8.398], [-2.841, 1.791, -8.172], [-1.871, 2.578, -6.879], [-3.221, 1.486, -6.352], [-0.537, -1.727, -9.435], [0.220, -0.670, -8.443], [3.820, -4.845, 3.033], [4.967, -4.173, 2.617], [2.908, -4.282, 3.034], [3.607, -5.725, 2.479], [3.916, -5.136, 4.080], [4.972, -4.052, 1.664], [-0.417, -5.385, -1.828], [0.664, -4.609, -2.315], [-0.148, -5.655, -0.825], [-1.336, -4.837, -1.612], [-0.650, -6.279, -2.399], [0.392, -3.765, -2.617], [1.266, -3.643, 5.651], [0.772, -2.807, 6.673], [2.310, -3.944, 5.829], [0.671, -4.534, 5.481], [1.259, -3.035, 4.716], [0.929, -3.215, 7.514], [-2.011, -0.963, 5.077], [-1.646, -1.253, 6.446], [-3.007, -0.604, 5.155], [-1.335, -0.169, 4.686], [-1.900, -1.855, 4.414], [-0.767, -1.662, 6.424]],
  "atomic_forces_ev_per_a": [[-0.20, -1.37, -0.21], [0.40, 0.74, -0.10], [0.98, 1.06, 0.20], [-0.87, -1.34, 0.43], [1.09, -0.26, -0.37], [-0.50, 0.02, 1.20], [-0.54, 0.81, 0.07], [0.14, -0.60, 0.90], [-0.88, 0.55, -0.01], [0.31, 0.23, 0.12], [0.54, -0.28, 0.48], [-0.14, -0.27, -0.06], [0.62, 0.56, 0.65], [-0.12, -0.24, -0.44], [-0.64, 0.16, -0.47], [-0.28, -0.71, -0.27], [0.37, 0.54, 0.18], [-0.15, 0.11, -0.13], [-0.30, 0.33, 0.56], [-0.15, 0.29, -0.60], [-0.10, 0.02, -0.07], [1.36, 0.10, 0.05], [-0.05, -0.17, 0.38], [-0.81, 0.29, 0.30], [-0.20, -0.67, -1.19], [0.48, 0.28, -0.29], [0.33, -0.05, -0.13], [-0.08, -0.10, -0.37], [-0.04, -0.19, 0.03], [-0.65, 0.27, -0.81], [-2.15, -1.18, 0.38], [0.72, 0.00, -0.19], [-0.87, 1.01, 0.08], [-1.23, -0.73, -0.64], [-1.95, 1.01, 0.19], [0.57, -1.61, 1.50], [0.30, 1.51, 0.06], [-0.56, -0.61, -0.01], [-0.54, 1.00, -0.25], [0.67, -0.78, -0.68], [-0.96, -0.34, -1.24], [0.01, 0.82, -0.03], [-0.02, -0.26, -0.34], [0.71, 0.01, 0.43], [0.08, -0.49, 0.07], [0.20, -0.28, -0.27], [1.44, 0.76, 0.46], [-0.30, -0.21, -0.03], [0.37, -0.80, -0.30], [0.67, 0.23, -0.47], [0.37, -0.20, 0.50], [-0.84, -1.21, -0.01], [0.65, 0.18, 0.01], [0.25, -0.02, -0.52], [0.36, 0.58, 0.18], [-0.32, 0.68, 0.47], [0.21, 0.33, 0.61], [0.93, 0.07, 0.37], [0.10, 0.19, -0.25], [0.59, 0.05, -0.05], [0.00, 0.33, 1.60], [-0.20, 1.26, -0.14], [-0.53, -0.58, -0.47], [-0.52, -0.47, -0.74], [-1.26, 0.53, -0.08], [0.36, 0.71, -0.89], [0.78, -0.36, 0.43], [0.37, -0.29, 0.22], [-0.06, 0.68, -0.61], [1.38, 1.18, 0.68], [-0.70, 0.96, -0.46], [-0.07, 0.18, -0.39], [0.04, -0.28, -0.61], [0.09, 0.03, -0.47], [-0.08, 0.29, 0.31], [0.15, -0.25, 0.29], [0.06, 0.47, 0.27], [1.33, -0.12, 0.43], [0.12, -0.18, -0.41], [-0.36, -0.61, -0.12], [0.20, 0.29, 0.41], [-0.24, -0.65, -0.35], [-0.13, -0.34, 0.93], [-0.33, -0.69, 0.12], [-0.17, 0.20, -0.15], [-0.49, -0.98, -0.20], [0.27, -0.54, -0.15], [0.30, -0.36, 0.40], [-0.35, -0.42, 0.22], [0.27, -0.04, 0.00], [0.85, -0.62, 0.88], [1.09, 0.48, 2.20], [1.06, 0.37, -0.59], [-1.09, 0.76, 0.63], [-0.35, -0.57, 0.13], [0.83, 0.83, -0.81], [-0.40, 0.79, -0.92], [-0.60, -0.18, -0.28], [0.79, -1.12, 0.90], [0.27, 1.04, 0.27], [-0.71, -0.76, -0.34], [-0.23, -0.31, -0.55], [-0.28, 0.26, -0.10], [-0.48, 0.44, 0.23], [-0.67, -0.28, 0.23], [0.18, 0.35, 0.29], [-0.40, -0.31, -0.33], [0.60, -0.67, -0.27], [0.45, -0.03, -0.09], [-0.08, 0.06, -0.34], [-0.08, 0.12, -0.07], [-0.41, -0.10, 0.22], [-0.31, 0.09, -0.97], [0.31, -0.58, 0.28], [0.30, 0.08, -0.51], [-0.96, -0.37, 0.02], [0.19, -0.38, -0.03], [-0.33, 0.22, 0.29], [0.03, 0.32, -0.39], [0.33, 0.19, 0.12], [0.25, -0.24, -1.54], [0.33, -1.92, 1.51], [-0.09, 0.77, 0.62], [0.50, 0.17, -1.86], [0.10, -0.58, 1.20], [1.64, 2.79, -0.98], [0.08, -0.50, 1.57], [0.16, 2.14, -0.65], [-0.33, -1.17, -0.78], [-1.23, -0.14, -1.39], [0.58, 0.64, -1.27], [-0.51, 0.13, 0.20], [-0.05, 0.22, 0.30], [0.11, -0.10, -0.08], [-0.06, 0.20, 0.12], [0.85, -0.19, -0.26], [-0.45, 0.24, 0.12], [-0.48, -0.06, 0.59], [-0.21, -0.58, 0.25], [0.41, -0.56, -0.20], [0.01, 0.53, 0.12], [0.04, -0.16, -0.07], [0.10, 0.37, 0.26], [-0.28, 0.49, 0.23], [0.15, -0.90, 0.05], [-0.10, -0.40, 0.22], [-0.42, -0.20, 1.18], [-0.48, -0.30, -0.03], [-0.19, -0.07, 0.05], [-0.03, -0.60, 0.28], [-0.22, -0.40, 0.60], [0.00, 1.13, 0.35], [-1.13, -0.34, 0.52], [-0.59, -0.54, -0.18], [0.43, -0.22, -1.15], [-0.73, -0.90, -0.37], [-0.13, 0.33, -0.37], [0.23, 0.35, 0.22], [-0.36, -0.09, 0.02], [0.52, -0.45, -0.06], [0.28, -0.21, -0.22], [0.07, -0.50, 0.19], [0.14, 0.83, 0.66], [0.10, -0.36, 0.00], [0.11, 0.17, 0.02], [0.27, 1.04, -0.51], [0.89, 0.00, 0.38], [-0.08, -0.88, 0.93], [-0.43, 0.58, -0.90], [1.93, -0.88, 0.56], [-0.03, 1.09, 0.53], [-0.53, -0.50, 0.06], [0.07, -0.97, -0.92], [0.08, 0.20, -0.01], [0.10, 0.71, -0.27], [0.31, 0.58, 0.02], [-0.53, -0.43, 0.55], [0.14, -0.09, -1.01], [-1.07, -0.06, -0.17], [0.24, 0.33, 0.11], [-0.33, -0.18, 0.29], [0.54, 0.15, -0.42], [-0.01, -0.05, -0.13], [-0.13, 0.56, 0.69], [1.71, -1.05, -1.00], [-1.83, 1.17, 0.50], [0.45, -1.47, 0.93], [-1.34, 0.23, 0.21], [0.73, 0.30, -0.37], [-0.59, 0.00, -1.08], [-0.43, 0.48, 0.14], [-0.40, 0.26, 0.59], [0.34, 0.48, 0.02], [-0.39, -0.63, 0.00], [0.89, 0.03, -1.36], [-0.04, -0.12, -0.21], [-0.21, -0.46, -0.02], [-0.24, 0.72, -0.10], [0.26, -0.23, 0.96], [0.04, -0.04, 1.21], [1.09, 0.34, -0.19], [0.03, 0.18, -1.16], [-0.38, 0.75, -0.72], [-0.36, -1.53, -0.15], [0.00, 0.64, 0.22], [1.35, -0.24, -0.88], [0.31, -0.13, 0.37], [-0.16, 0.51, 0.14], [0.44, -1.09, -0.14], [0.28, -0.10, 0.46], [0.61, 0.43, 0.52], [0.45, 0.31, 0.89], [-0.24, 0.41, -0.35], [-0.82, 0.88, -0.04], [-0.06, -0.44, -0.54], [-0.74, -0.39, 0.77], [-0.88, -0.05, -0.10], [0.08, 0.01, 0.69], [0.21, -0.13, -0.88], [-0.57, 0.29, 1.02], [0.62, 1.28, -1.75], [-0.19, -0.56, 0.57], [0.49, -0.71, 0.85], [0.70, -0.06, -1.55], [-0.70, -0.10, 0.48], [0.13, -0.17, -0.20], [0.34, -0.01, 0.18], [0.50, 0.36, 0.42], [-0.25, -0.37, 0.52], [-0.42, -0.41, -0.01], [-0.62, 0.30, 0.13], [-0.25, 0.11, -0.08], [0.29, 0.51, -1.02], [0.09, 0.03, 0.80], [-0.51, -0.44, 0.49], [-0.19, -0.17, 1.01], [0.37, 0.29, 0.26], [-0.58, 0.98, -0.33], [0.05, -1.05, -0.69], [0.45, -0.08, 0.03], [-0.01, 0.04, -0.43], [-0.18, 0.57, 0.93], [0.43, -1.37, 0.04], [0.36, -0.74, 0.57], [-0.10, 0.36, -0.72], [0.20, 0.04, -0.37], [-0.60, 1.10, -0.51], [0.69, 0.50, -1.09], [-0.14, 0.33, -0.44], [-0.22, 0.10, 0.02], [-0.29, -0.17, 0.11], [-0.01, -0.46, 0.61], [0.03, -0.29, 0.71], [1.87, -0.29, 0.64], [0.08, -0.12, -0.84], [-0.93, 0.22, -0.45], [-0.58, -0.34, 0.08], [-0.40, 0.50, 0.44], [-0.17, -0.01, 0.21]],
  "mulliken_charge": [-1.04, 1.79, -1.43, -0.54, -1.37, 1.76, -0.21, -0.20, -1.94, -1.21, -1.88, 0.57, 0.29, -0.14, 0.41, 0.35, 0.37, 0.38, 0.34, 0.32, 0.44, 0.34, 0.44, -0.24, 0.62, 0.36, 0.48, 0.39, 0.11, 0.06, -1.68, 1.01, -0.31, 1.22, -0.87, 1.60, 1.34, -0.56, -1.68, -1.82, -1.51, 0.33, 0.42, 0.21, -0.74, 0.79, -0.27, -0.77, 0.79, -0.68, 0.48, 0.08, 0.38, 0.51, 0.25, 0.30, -0.28, 0.67, 0.46, 0.29, -1.41, 2.18, -1.77, -0.29, -1.59, 1.53, -0.25, -0.10, -1.84, 0.22, -2.10, 0.59, -0.06, 0.31, 0.47, 0.52, 0.18, 0.43, 0.41, 0.33, 0.10, 0.51, 0.29, -0.39, 0.57, -0.53, 0.45, 0.46, 0.38, 0.35, -1.54, 1.72, -1.26, -0.72, -0.88, 1.77, 0.06, -0.48, -1.19, -1.25, -2.13, 0.31, 0.35, 0.38, 0.40, 0.51, 0.33, 0.45, -0.22, 0.47, 0.23, 0.79, -0.42, 0.31, 0.08, 0.39, 0.41, 0.41, 0.40, 0.28, -1.45, 2.81, -0.67, 0.20, -0.50, 1.93, 0.42, 1.18, -0.50, -0.96, -1.06, -0.05, -0.28, 0.32, -0.50, 0.19, 0.86, -0.57, -0.49, 0.29, -0.49, -0.74, 0.40, -0.15, 0.08, -0.15, -0.23, 0.75, -0.18, -0.34, -1.84, 1.95, -0.33, -0.54, 0.55, -0.23, 0.47, 0.29, 0.52, -1.42, 0.48, -0.30, 0.31, -0.30, -0.23, 0.26, 0.33, -1.62, -0.11, 0.49, -0.39, -0.59, -0.72, 0.29, 0.45, 0.38, 0.30, -0.09, 0.18, 0.13, 0.09, 0.59, 0.29, 0.33, -0.67, 0.12, 0.07, -0.42, -0.64, -0.46, 0.51, -0.14, 0.04, 0.25, 0.63, -0.28, 0.63, 0.05, 0.25, 0.20, 0.28, -0.20, -0.15, 0.32, -0.43, -0.65, -0.72, -0.48, 0.09, 0.49, 0.37, -0.31, 0.41, 0.27, 0.22, 0.31, 0.14, 0.38, -1.16, 0.10, -1.14, -0.35, -0.96, -0.47, 0.72, -0.21, 0.45, 0.41, 0.51, 0.44, 0.36, 0.32, 0.30, 0.27, 0.21, -0.60, -0.52, 0.01, 0.50, 0.33, 0.36, -0.56, -0.46, 0.35, 0.03, 0.42, 0.10, -0.32, -0.46, 0.25, 0.47, -0.08, 0.23, 0.36, -0.68, 0.23, -0.23, 0.06, 0.34]
}